(1)
# C3H14O5

A cluster of 5 separate species, C3H14O5 in total (ωB97M-V/def2-TZVPD, OMol25).

E: -498.83488 Ha
LUMO energy: 0.49 eV
F_max: 4.67 eV Å⁻¹
Frontier orbital gap: 10.30 eV
Energy above the lowest of the compared OMol25 structures with the same formula, charge and spin: 193.78 kJ/mol
Structure (SMILES): CCC=O.O.O.O.O
Charge: 0
HOMO energy: -9.810 eV

```
22
C3H14O5 ωB97M-V/def2-TZVPD
C -1.415 2.425 0.875
C 0.150 1.949 0.660
C 0.831 1.304 1.942
O 0.159 0.944 2.874
H -1.660 2.621 1.918
H -2.100 1.752 0.439
H -1.544 3.439 0.223
H 0.363 1.153 -0.076
H 0.709 2.774 0.326
H 1.964 1.287 2.017
O 1.187 -1.854 -2.494
H 1.807 -1.593 -1.825
H 0.795 -1.097 -2.778
O 1.231 -1.305 0.883
H 0.250 -1.110 1.110
H 1.486 -2.026 1.434
O -1.367 0.265 -2.171
H -1.922 -0.404 -1.742
H -1.666 0.979 -1.429
O 0.083 -3.636 -0.471
H 0.036 -4.635 -0.534
H 0.623 -3.231 -1.181
```

Atomic partial charges in e from the Löwdin method, atoms 1 to 5:
1. C -0.0672
2. C -0.1558
3. C -0.2806
4. O 0.0209
5. H 0.0562

***

(2)
# C4H15NO2

A cluster of 3 separate species, C4H15NO2 in total (ωB97M-V/def2-TZVPD, OMol25).

E: -366.57109 Ha
LUMO energy: 0.66 eV
F_max: 3.31 eV Å⁻¹
Frontier orbital gap: 8.90 eV
Energy above the lowest of the compared OMol25 structures with the same formula, charge and spin: 210.23 kJ/mol
Structure (SMILES): CNC(C)C.O.O
Charge: 0
HOMO energy: -8.241 eV

```
22
C4H15NO2 ωB97M-V/def2-TZVPD
C 1.021 -2.451 -1.458
N -0.112 -1.749 -0.867
C -0.127 -0.960 0.337
C -0.681 -1.686 1.656
C 1.381 -0.431 0.561
H 1.737 -1.765 -1.959
H 1.714 -3.162 -0.964
H 0.601 -3.115 -2.228
H -0.803 -2.506 -0.866
H -0.680 -0.034 0.315
H -0.763 -2.759 1.575
H 0.020 -1.466 2.459
H -1.649 -1.308 1.999
H 1.954 -1.030 1.263
H 1.930 -0.083 -0.326
H 1.346 0.586 0.986
O 0.202 2.110 -0.810
H -0.579 2.445 -0.363
H 0.049 2.113 -1.759
O -1.640 3.992 0.546
H -1.539 4.951 0.511
H -0.757 3.746 0.859
```

Atomic partial charges in e from the Löwdin method, atoms 1 to 5:
1. C -0.1695
2. N -0.1030
3. C -0.3884
4. C -0.0489
5. C -0.0814

***

(3)
# C6H12N3O3

The ion C6H12N3O3 with charge +1 (ωB97M-V/def2-TZVPD, OMol25).

E: -625.45673 Ha
LUMO energy: -4.16 eV
F_max: 3.29 eV Å⁻¹
Frontier orbital gap: 10.34 eV
Energy above the lowest of the compared OMol25 structures with the same formula, charge and spin: 206.15 kJ/mol
Structure (SMILES): CC1(C)C[C@@](N)(ON=O)OC1=[NH2+]
Charge: +1
HOMO energy: -14.502 eV

```
24
C6H12N3O3 ωB97M-V/def2-TZVPD
C 1.199 -0.411 -1.590
C 0.677 0.306 -0.293
C 1.732 1.148 0.255
C -0.613 1.151 -0.420
C -1.646 0.301 0.285
N -2.525 1.082 0.968
O -2.320 -0.654 -0.394
N -1.333 -1.615 -0.745
O -1.651 -2.392 -1.562
O -0.808 -0.609 1.279
C 0.362 -0.687 0.793
N 1.138 -1.612 1.234
H 0.897 -1.449 -1.468
H 2.263 -0.535 -1.691
H 0.707 0.062 -2.411
H 1.942 2.092 -0.433
H 1.422 1.262 1.297
H 2.622 0.516 0.248
H -0.794 1.339 -1.485
H -0.470 2.111 0.168
H -2.180 1.801 1.587
H -3.386 0.555 1.326
H 0.689 -2.076 2.003
H 2.077 -1.686 1.048
```

Atomic partial charges in e from the Löwdin method, atoms 1 to 5:
1. C 0.0214
2. C -0.4864
3. C -0.0396
4. C 0.0133
5. C -0.5349

***

(4)
# C8H30N2O6

A cluster of 6 separate species, C8H30N2O6 in total (ωB97M-V/def2-TZVPD, OMol25).

E: -883.69300 Ha
LUMO energy: 0.50 eV
F_max: 3.50 eV Å⁻¹
Frontier orbital gap: 9.97 eV
Energy above the lowest of the compared OMol25 structures with the same formula, charge and spin: 72.46 kJ/mol
Structure (SMILES): COC[C@H](C)N.COC[C@H](C)N.O.O.O.O
Charge: 0
HOMO energy: -9.476 eV

```
46
C8H30N2O6 ωB97M-V/def2-TZVPD
C -3.609 -4.564 0.696
O -4.341 -4.361 -0.484
C -3.775 -3.441 -1.433
C -4.176 -1.957 -1.056
C -5.619 -1.655 -0.911
N -3.575 -1.146 -2.180
H -2.556 -4.532 0.532
H -3.899 -5.645 1.003
H -3.867 -3.856 1.482
H -2.615 -3.436 -1.443
H -4.308 -3.778 -2.302
H -3.544 -1.842 -0.218
H -5.769 -0.582 -0.814
H -5.970 -2.159 0.034
H -6.187 -2.030 -1.747
H -3.940 -1.530 -3.041
H -3.811 -0.149 -2.182
C 6.802 1.636 1.673
O 6.062 2.727 2.274
C 4.690 2.272 2.328
C 3.792 2.483 1.040
C 3.837 3.922 0.506
N 2.396 2.077 1.377
H 6.313 1.436 0.671
H 6.795 0.751 2.278
H 7.858 1.969 1.491
H 4.639 1.173 2.668
H 4.180 2.850 3.117
H 4.106 1.811 0.219
H 3.436 4.047 -0.498
H 4.821 4.256 0.271
H 3.337 4.709 1.125
H 2.404 1.160 1.830
H 2.169 2.718 2.138
O -2.777 2.087 -0.341
H -1.869 1.767 -0.307
H -3.203 1.662 0.376
O 1.073 -0.458 -2.418
H 1.879 -0.933 -2.533
H 0.502 -1.009 -1.855
O -0.969 -1.196 -0.627
H -1.652 -0.863 -1.214
H -0.648 -0.525 0.001
O 0.132 1.398 -0.410
H 0.902 1.670 0.143
H 0.552 1.072 -1.257
```

Atomic partial charges in e from the Löwdin method, atoms 1 to 5:
1. C -0.1253
2. O -0.2129
3. C -0.1641
4. C -0.4232
5. C -0.0642